{"formula": "C37H41FN9OPbS4", "method": "wB97M-V/def2-TZVPD", "elements": ["Pb", "N", "C", "S", "N", "N", "C", "C", "C", "C", "C", "C", "N", "H", "H", "H", "H", "H", "H", "H", "S", "C", "N", "C", "C", "N", "C", "C", "C", "C", "C", "C", "C", "C", "S", "C", "C", "C", "C", "C", "C", "C", "H", "H", "H", "H", "H", "H", "H", "H", "H", "H", "H", "H", "H", "H", "H", "H", "H", "H", "C", "N", "C", "C", "N", "H", "H", "H", "H", "H", "H", "S", "C", "N", "C", "O", "H", "H", "H", "H", "F", "C", "C", "C", "C", "C", "C", "C", "H", "H", "H", "H", "H", "H"], "xyz": [[1.091382, 0.334660, 0.785864], [-1.651362, 1.392065, 4.399718], [-0.741067, 1.589107, 3.403570], [0.761535, 0.751538, 3.545898], [-1.112264, 2.468742, 2.491216], [-0.229773, 2.556367, 1.481696], [-0.314304, 3.561316, 0.699166], [0.670848, 3.724105, -0.371684], [0.647713, 4.860881, -1.181654], [1.638055, 5.027375, -2.131766], [2.626033, 4.061062, -2.252173], [2.561130, 2.951238, -1.423175], [1.607633, 2.778544, -0.516144], [-1.520655, 0.565972, 4.955962], [-2.596461, 1.666498, 4.183456], [-1.070208, 4.330499, 0.851986], [-0.136978, 5.594907, -1.049700], [1.643493, 5.904152, -2.767694], [3.428553, 4.158016, -2.970513], [3.295127, 2.154008, -1.475999], [-0.859200, -2.399460, -1.187802], [0.395274, -3.432428, -0.680685], [0.983766, -4.296102, -1.592622], [1.849371, -5.353742, -1.129959], [2.743892, -4.823702, -0.033056], [1.911025, -4.274870, 1.017770], [2.413773, -4.397147, 2.381405], [3.517177, -3.425875, 2.758527], [4.819238, -3.611470, 2.305398], [5.824937, -2.720785, 2.650073], [5.540402, -1.634191, 3.463870], [4.247935, -1.445541, 3.930767], [3.242716, -2.334093, 3.579565], [0.853517, -3.451092, 0.675059], [0.129422, -2.457205, 1.879312], [0.711955, -4.238487, -3.013265], [1.970756, -4.037482, -3.828460], [2.176265, -4.711400, -5.026622], [3.344398, -4.523948, -5.757235], [4.336010, -3.682822, -5.273530], [4.145889, -3.021933, -4.063956], [2.964647, -3.181222, -3.358187], [2.458158, -5.700583, -1.966440], [1.266145, -6.206569, -0.754261], [3.431072, -4.069363, -0.434617], [3.336276, -5.639487, 0.387971], [2.786947, -5.421137, 2.488547], [1.576119, -4.266141, 3.060725], [5.051168, -4.456757, 1.666947], [6.828652, -2.868245, 2.270470], [6.320240, -0.927479, 3.719568], [4.010045, -0.586731, 4.546576], [2.226727, -2.168864, 3.913466], [0.027204, -3.402272, -3.157213], [0.195257, -5.145762, -3.354754], [1.414996, -5.394383, -5.389846], [3.489147, -5.056145, -6.690040], [5.262119, -3.561217, -5.822824], [4.926472, -2.401776, -3.641076], [2.833940, -2.676009, -2.409560], [4.007456, 0.341123, -4.625073], [2.572764, 0.172954, -4.456719], [1.831952, -0.447588, -5.546475], [2.092376, 0.048993, -3.225773], [1.674288, -0.059331, -2.154550], [4.195638, 1.031823, -5.449218], [4.496724, -0.613394, -4.839612], [4.432267, 0.750575, -3.711315], [2.006265, 0.123152, -6.459729], [0.769715, -0.425553, -5.313437], [2.142620, -1.485566, -5.701922], [3.927060, 0.485423, 0.884832], [4.247160, -0.835875, -0.096382], [4.497696, -1.736837, -0.783521], [-3.233160, -0.143282, 1.032417], [-1.829964, -0.112119, 1.053513], [-3.646459, -0.638505, 1.920342], [-3.616276, -0.662441, 0.145371], [-3.591918, 0.887706, 1.012587], [-1.476194, -1.016406, 0.919204], [-4.680050, 3.885953, -5.651735], [-3.922639, 3.223936, -4.744720], [-2.760297, 3.819278, -4.284852], [-1.990477, 3.143016, -3.361168], [-2.364439, 1.861564, -2.881638], [-1.574598, 1.171526, -1.953872], [-3.564770, 1.302004, -3.389199], [-4.337692, 1.975795, -4.311590], [-2.477188, 4.795673, -4.655806], [-1.074111, 3.588080, -2.991880], [-0.660223, 1.611771, -1.581587], [-1.839626, 0.194424, -1.581472], [-3.866410, 0.321868, -3.041190], [-5.253280, 1.552123, -4.702546]], "atomic_forces_ev_per_a": [[-0.4, -0.4, 0.1], [0.0, 0.0, 0.0], [-0.1, 0.1, 0.0], [0.1, 0.0, 0.0], [0.0, -0.1, 0.0], [0.1, 0.2, 0.0], [0.0, 0.0, 0.0], [0.0, 0.0, 0.0], [0.0, 0.0, 0.0], [0.0, 0.0, 0.0], [0.0, 0.0, 0.0], [-0.1, -0.1, 0.0], [0.0, 0.1, 0.1], [0.0, 0.0, 0.0], [0.0, 0.0, 0.0], [0.0, 0.0, 0.0], [0.0, 0.0, 0.0], [0.0, 0.0, 0.0], [0.0, 0.0, 0.0], [0.0, 0.0, 0.0], [0.0, 0.0, 0.0], [-0.1, 0.0, -0.1], [0.0, 0.1, -0.1], [0.0, 0.0, 0.0], [0.0, 0.0, 0.0], [-0.1, 0.0, 0.1], [0.0, 0.1, -0.1], [0.0, 0.0, 0.0], [0.0, 0.0, 0.0], [0.0, 0.0, 0.0], [0.0, 0.0, 0.0], [0.0, 0.0, 0.0], [0.0, 0.0, 0.0], [0.1, 0.0, 0.1], [0.3, 0.0, 0.1], [0.0, 0.0, 0.1], [0.0, 0.0, 0.1], [-0.1, 0.1, -0.1], [0.0, 0.0, 0.0], [0.0, 0.0, 0.0], [0.0, -0.1, 0.0], [0.0, -0.1, 0.0], [0.0, 0.0, 0.0], [0.0, 0.0, 0.0], [0.0, 0.0, 0.0], [0.0, 0.0, 0.0], [0.0, 0.0, 0.0], [0.0, 0.0, 0.0], [0.0, 0.0, 0.0], [0.0, 0.0, 0.0], [0.0, 0.0, 0.0], [0.0, 0.0, 0.0], [0.0, 0.0, 0.0], [0.0, 0.0, 0.0], [0.0, 0.0, 0.0], [0.0, 0.0, 0.0], [0.0, 0.0, 0.0], [0.0, 0.0, 0.0], [0.0, 0.0, 0.0], [0.0, 0.0, 0.0], [0.1, 0.0, 0.0], [-0.1, 0.1, 0.0], [0.0, -0.1, 0.0], [0.1, -0.3, 0.1], [0.0, 0.2, 0.0], [0.0, 0.0, 0.0], [0.0, 0.1, 0.0], [0.0, 0.0, 0.0], [0.0, 0.0, 0.0], [0.0, 0.0, 0.0], [0.0, 0.0, 0.0], [0.1, 0.0, 0.0], [0.0, 0.1, 0.1], [0.0, 0.0, -0.1], [-0.1, 0.0, 0.0], [0.2, -0.1, 0.0], [0.0, 0.0, 0.0], [0.0, 0.0, 0.0], [0.0, 0.0, 0.0], [-0.1, 0.0, 0.0], [-0.1, 0.0, -0.1], [0.0, 0.0, 0.0], [0.0, 0.0, 0.0], [0.0, 0.0, 0.0], [0.0, 0.0, 0.0], [0.0, 0.1, 0.0], [0.0, 0.0, 0.0], [0.0, 0.0, 0.0], [0.0, 0.0, 0.0], [0.0, 0.0, 0.0], [0.0, 0.0, 0.0], [0.0, 0.0, 0.0], [0.0, 0.0, 0.0], [0.0, 0.0, 0.0]], "mulliken_charge": [1.139, -0.460, 0.466, -0.528, -1.405, 1.026, -1.158, 0.958, -1.055, -0.186, -0.960, -0.078, 0.218, 0.243, 0.267, 0.240, 0.404, 0.424, 0.408, 0.333, -0.479, 0.290, 0.160, -1.082, -0.263, 0.142, -2.260, 0.948, -0.116, -0.643, -0.407, -0.597, -0.228, 0.042, -0.187, -1.245, 0.511, -0.845, -0.598, -0.615, -1.161, 0.730, 0.415, 0.344, -0.003, 0.491, 0.530, 0.755, 0.253, 0.359, 0.358, 0.366, 0.419, 0.330, 0.240, 0.390, 0.364, 0.393, 0.773, 0.380, -0.814, 0.238, -0.789, -0.381, 0.240, 0.346, 0.204, 0.285, 0.353, 0.286, 0.135, -0.517, 0.511, -0.647, -0.969, 0.196, 0.237, 0.270, 0.270, -0.083, -0.350, 0.364, -0.535, -0.221, 0.897, -0.528, -0.450, -0.570, 0.453, 0.276, -0.054, -0.054, 0.421, 0.424], "charge": -1, "lumo_energy_ev": [2.17, 1.94], "e_homo_ev": [-4.29, -2.98], "e_above_lowest_kj_mol": 40.8}


{"formula": "C37H41MnN5O2P2STe", "method": "wB97M-V/def2-TZVPD", "elements": ["Mn", "C", "C", "N", "N", "C", "S", "N", "N", "H", "H", "H", "H", "H", "H", "O", "N", "C", "C", "C", "C", "C", "C", "C", "P", "C", "C", "C", "C", "C", "C", "C", "C", "C", "C", "C", "C", "H", "H", "H", "H", "H", "H", "H", "H", "H", "H", "H", "H", "H", "H", "H", "H", "Te", "C", "C", "C", "C", "C", "C", "C", "C", "C", "C", "C", "C", "H", "H", "H", "H", "H", "H", "H", "H", "H", "H", "C", "P", "C", "C", "O", "H", "H", "H", "H", "H", "H", "H", "H", "H"], "xyz": [[0.466357, -0.788783, -0.472513], [-2.732339, 4.371227, -2.785683], [-2.403008, 3.623411, -1.550138], [-2.898305, 3.828542, -0.371567], [-2.262149, 2.945825, 0.440795], [-1.390771, 2.186116, -0.197249], [-0.314781, 1.074133, 0.574828], [-1.455578, 2.604461, -1.472850], [-0.710178, 2.046103, -2.504063], [-3.312641, 5.250052, -2.513583], [-3.335418, 3.769978, -3.470502], [-1.831625, 4.692816, -3.309291], [-2.494019, 2.916491, 1.424653], [-1.253061, 2.083964, -3.358680], [0.147612, 2.575937, -2.617402], [0.690872, -1.438267, 1.949551], [-0.203368, -1.868900, 0.971405], [-1.065390, -2.769368, 1.282797], [-1.979975, -3.399435, 0.373047], [-2.717384, -4.470610, 0.884718], [-3.488208, -5.260467, 0.049848], [-3.534090, -4.977327, -1.304776], [-2.848273, -3.875045, -1.819343], [-2.084755, -3.071492, -0.994153], [-1.178672, -1.704246, -1.798328], [-2.373995, -0.861712, -2.825831], [-3.716190, -0.816674, -2.442386], [-4.649743, -0.227687, -3.282828], [-4.247938, 0.325749, -4.491561], [-2.903412, 0.312594, -4.859289], [-1.964300, -0.266275, -4.023409], [-0.012210, -2.657571, -2.794163], [-0.232245, -3.074584, -4.103700], [0.649658, -3.976560, -4.689518], [1.739294, -4.463369, -3.975302], [1.971774, -4.037340, -2.669686], [1.093605, -3.138902, -2.086125], [0.471803, -1.808236, 2.822492], [-1.075756, -3.133721, 2.308889], [-2.670801, -4.696038, 1.945094], [-4.028781, -6.107693, 0.450040], [-4.108358, -5.608076, -1.971050], [-2.913742, -3.661745, -2.879239], [-4.037887, -1.251376, -1.503774], [-5.694826, -0.212246, -3.002082], [-4.982568, 0.767877, -5.152322], [-2.600051, 0.739559, -5.807829], [-0.917432, -0.284467, -4.305715], [-1.092869, -2.720637, -4.659203], [0.484996, -4.308153, -5.708247], [2.403041, -5.189249, -4.428837], [2.814553, -4.430268, -2.114013], [1.255454, -2.856303, -1.039290], [3.170378, 0.592412, 1.522224], [4.292352, 0.180696, 3.211728], [4.310479, 1.133630, 4.243027], [5.041622, 0.862514, 5.385125], [5.766419, -0.323034, 5.483461], [5.736157, -1.265841, 4.456111], [4.987585, -1.029738, 3.319166], [3.811040, 2.560987, 1.325286], [2.914296, 3.557567, 0.930018], [3.377286, 4.851994, 0.769767], [4.723411, 5.145470, 0.983818], [5.610360, 4.145798, 1.368501], [5.160604, 2.846808, 1.550615], [3.741915, 2.051481, 4.163087], [5.038343, 1.571735, 6.202527], [6.362284, -0.515010, 6.366730], [6.308331, -2.180063, 4.545846], [4.981504, -1.754605, 2.514459], [1.863702, 3.331725, 0.792370], [2.690251, 5.644440, 0.499974], [5.076854, 6.162150, 0.864858], [6.654705, 4.377740, 1.537774], [5.853045, 2.071408, 1.855643], [2.279523, -0.414888, -4.189902], [2.896103, 0.164732, -2.623735], [4.363636, -0.745728, -2.192511], [3.343726, 1.882779, -2.765424], [1.811963, -0.011966, -1.522534], [3.059346, -0.306526, -4.949097], [1.409290, 0.168276, -4.490775], [2.005000, -1.467531, -4.102978], [5.107446, -0.629886, -2.985242], [4.136447, -1.805161, -2.071497], [4.782980, -0.347314, -1.268253], [4.235076, 1.962955, -3.393235], [3.565037, 2.301852, -1.781364], [2.544064, 2.458447, -3.234524]], "atomic_forces_ev_per_a": [[-1.2, 1.4, -1.2], [-0.1, -0.1, -0.1], [0.3, 0.0, -0.1], [0.0, -0.1, 0.2], [-0.2, 0.0, 0.1], [0.1, -0.2, -0.4], [0.1, -0.3, 0.4], [-0.2, 0.1, -0.2], [0.3, 0.0, 0.1], [0.0, 0.0, 0.0], [0.0, 0.0, 0.0], [0.0, 0.0, 0.0], [0.0, 0.0, 0.0], [-0.1, 0.0, 0.0], [-0.1, 0.2, -0.1], [0.0, 0.0, 0.4], [0.9, -0.2, 0.4], [-0.1, -0.2, -0.1], [-0.1, 0.1, -0.2], [0.1, 0.0, 0.2], [-0.1, -0.1, -0.1], [0.0, 0.0, 0.0], [-0.1, 0.0, 0.0], [0.1, 0.3, 0.2], [0.2, -0.7, -0.4], [0.1, 0.3, 0.1], [0.0, 0.0, 0.0], [0.0, 0.1, 0.0], [0.0, 0.0, 0.0], [0.0, 0.1, 0.0], [0.0, -0.1, 0.0], [-0.1, 0.0, -0.1], [0.0, 0.0, 0.0], [0.1, 0.0, -0.1], [0.0, 0.0, 0.0], [0.1, 0.0, 0.0], [-0.1, 0.1, -0.1], [-0.1, 0.0, 0.0], [0.0, 0.1, 0.1], [0.0, 0.0, -0.1], [0.0, 0.0, 0.0], [0.0, 0.0, 0.0], [-0.1, 0.0, 0.0], [0.0, 0.0, 0.0], [0.0, 0.0, 0.0], [0.0, 0.0, 0.0], [0.0, 0.0, 0.0], [-0.1, 0.0, -0.1], [0.0, 0.0, 0.0], [0.0, 0.0, 0.1], [0.0, 0.0, 0.0], [0.0, 0.0, 0.0], [0.0, -0.1, 0.1], [0.6, 0.3, 0.5], [-0.1, 0.0, -0.1], [0.0, -0.1, 0.0], [-0.1, 0.0, 0.0], [0.0, 0.0, 0.0], [0.1, 0.0, 0.0], [0.0, 0.0, 0.0], [-0.1, -0.1, -0.1], [0.0, 0.0, 0.0], [0.0, 0.0, 0.0], [0.0, 0.0, 0.0], [0.0, 0.0, 0.0], [0.1, 0.0, 0.0], [0.1, 0.0, 0.0], [0.1, 0.0, 0.0], [0.0, 0.0, 0.0], [0.0, 0.0, 0.0], [0.0, 0.0, 0.0], [0.0, 0.0, 0.0], [0.0, 0.0, 0.0], [0.0, 0.0, 0.0], [0.0, 0.0, 0.0], [0.0, 0.0, 0.0], [0.1, 0.0, -0.1], [-0.1, -0.3, -0.1], [0.1, 0.0, 0.0], [-0.1, 0.1, 0.0], [-0.3, -0.4, 0.5], [-0.1, 0.0, 0.0], [0.0, 0.0, 0.0], [0.0, 0.0, -0.1], [0.0, 0.0, 0.0], [0.0, 0.0, 0.0], [0.0, 0.0, 0.0], [0.0, 0.0, 0.0], [0.0, 0.0, 0.0], [0.0, 0.0, 0.0]], "mulliken_spin": [-0.002, 0.000, 0.000, 0.001, 0.002, 0.001, 0.010, 0.000, 0.000, 0.000, 0.000, 0.000, 0.000, 0.000, 0.000, 0.007, 0.000, -0.001, 0.001, 0.000, 0.000, 0.000, 0.000, 0.000, 0.001, 0.000, 0.000, 0.000, 0.000, 0.000, 0.000, 0.001, 0.000, 0.000, 0.000, 0.001, 0.000, 0.000, 0.000, 0.000, 0.000, 0.000, 0.000, 0.000, 0.000, 0.000, 0.000, 0.000, 0.000, 0.000, 0.000, 0.000, -0.003, 0.687, 0.042, 0.026, -0.021, 0.080, -0.003, 0.022, 0.040, 0.000, -0.005, 0.058, -0.020, 0.035, 0.002, 0.000, 0.001, 0.000, -0.005, -0.009, 0.000, 0.001, 0.000, 0.000, 0.000, 0.005, 0.009, 0.004, 0.034, 0.000, 0.000, 0.000, 0.002, -0.003, 0.001, 0.001, -0.005, 0.001], "spin_multiplicity": 2, "charge": 4, "lumo_energy_ev": [-12.48, -12.58], "e_homo_ev": [-18.05, -18.39]}


Number 1: total energy -3888.091921 Eh. Number 2: total energy -4357.230529 Eh.